The following is a DFT calculation (ωB97M-V with the def2-TZVPD basis set) of C15H13Cl2N3O3 in the gas phase.

Element x y z (Å)
Cl  4.1235  -2.6072  -0.4825
Cl  7.6859  1.3236  -1.2919
O  -5.1989  1.3154  -0.2643
O  -3.2284  -1.6611  -0.4001
O  1.6160  1.2801  1.8860
N  -2.8836  0.3195  0.6948
N  -1.7665  0.0452  1.4354
N  2.5452  -0.5586  0.9138
C  -6.7293  0.5267  -1.6766
C  0.3715  -0.7734  1.9357
C  -0.5099  -0.9084  -0.4743
C  -4.8150  0.0692  -0.6381
C  6.1791  0.7954  -0.6399
C  3.7456  -0.0679  0.4133
C  -5.7321  -0.4580  -1.5109
C  -6.3514  1.5773  -0.8960
C  4.5916  -0.9469  -0.2743
C  5.3600  1.6868  0.0342
C  1.5662  0.1104  1.5949
C  -3.5728  -0.5253  -0.1237
C  -0.7378  -0.5181  0.9488
C  4.1547  1.2565  0.5549
C  5.7989  -0.5288  -0.7989
H  -6.8034  2.5322  -0.7123
H  0.6423  -1.8296  1.9185
H  6.4355  -1.2223  -1.3247
H  -1.1229  -1.7774  -0.7214
H  -7.6047  0.4620  -2.2891
H  2.4167  -1.5495  0.7396
H  3.5122  1.9428  1.0810
H  0.5346  -1.1295  -0.6723
H  0.0143  -0.4950  2.9270
H  -3.3805  1.1254  1.0546
H  -0.8374  -0.1002  -1.1295
H  -5.6820  -1.4258  -1.9646
H  5.6627  2.7145  0.1530

Its lowest unoccupied orbital energy is 0.55 eV. The SMILES is C/C(CC(=O)Nc1ccc(Cl)cc1Cl)=N\NC(=O)c1ccco1. Its strongest force on any atom is 1.312 eV Å⁻¹. Its orbital gap is 9.29 eV. The HOMO energy is -0.3213 Eh. As for the charge: 0. The value obtained for the energy relative to the best compared isomer or geometry (same formula, charge and spin) is 0.394 eV.